1.
The following is a DFT calculation (ωB97M-V with the def2-TZVPD basis set) of a cluster of 2 separate species, C11H15N in total at a distorted geometry.

XYZ file:
```
27
Properties=species:S:1:pos:R:3:forces:R:3
C 0.3633 -3.2738 0.1201 0.1 0.5 0.2
C 0.8309 -1.8453 0.1929 0.0 -0.3 -0.1
C 2.0705 -1.3629 -0.0890 -0.1 -0.2 0.1
N 2.1116 -0.0026 0.1378 0.8 0.1 0.1
C 0.9026 0.4033 0.6252 -0.4 -0.2 0.2
C 0.4767 1.6503 1.0747 0.4 0.2 -0.3
C -0.8556 1.8089 1.3814 0.2 -0.4 0.3
C -1.7026 0.6891 1.4145 -0.4 0.1 -0.1
C -1.2639 -0.5709 1.0810 0.2 -0.2 -0.2
C 0.0570 -0.7258 0.6407 0.0 0.3 0.1
H 0.7306 -3.8126 0.9921 0.0 -0.2 0.0
H 0.7129 -3.7701 -0.7854 -0.1 0.0 0.1
H -0.7247 -3.3093 0.1646 0.0 -0.1 -0.2
H 2.9465 -1.9100 -0.4013 0.0 0.1 -0.1
H 2.9677 0.5332 0.1648 -0.3 -0.1 -0.1
H 1.2112 2.4398 1.1850 -0.2 0.2 -0.2
H -1.2423 2.7714 1.6697 0.0 0.2 0.1
H -2.7357 0.8272 1.7023 0.0 0.0 0.1
H -1.9134 -1.4395 1.1423 -0.1 0.2 0.0
C -1.8839 1.8921 -2.2830 0.5 -1.1 -1.2
C -0.5468 1.3041 -2.8234 0.0 0.0 0.4
H -2.5826 1.8435 -3.1176 -0.2 0.5 0.1
H -2.3075 1.2337 -1.5334 0.0 0.3 0.4
H -1.7414 2.9113 -1.9562 -0.3 0.1 0.3
H -0.1283 0.5409 -2.1567 -0.1 0.2 0.0
H 0.1957 2.0991 -2.9134 0.1 -0.1 -0.1
H -0.6688 0.8316 -3.8014 0.0 0.1 0.1
```
Forces are in eV/Å.

Computed properties:
E_LUMO = 0.92 eV
Kohn-Sham gap = 0.322 Eh
E_HOMO = -7.8 eV
SMILES = Cc1c[nH]c2ccccc12.CC
relative energy (zero: lowest compared OMol25 entry of this formula, charge and spin) = 6.06 kcal per mole
spin multiplicity = 1

2.
The following is a DFT calculation (ωB97M-V with the def2-TZVPD basis set) of the molecule C7H7NO3 at a distorted geometry.

XYZ file:
```
18
Properties=species:S:1:pos:R:3:forces:R:3
C -2.9182 0.0400 0.1515 0.3 0.0 0.5
C -1.4238 -0.0472 -0.0126 -1.4 0.2 0.8
C -0.8887 -1.2980 -0.1313 -0.8 -1.5 -0.1
C 0.4593 -1.4479 -0.1514 2.2 1.6 -0.3
C 1.2746 -0.2826 -0.0615 -0.8 0.1 0.2
C 2.7748 -0.3881 0.0711 0.5 -1.5 -0.4
O 3.3739 -1.4504 0.2084 -1.1 1.8 -0.1
O 3.3885 0.7919 -0.0160 -0.5 0.2 -0.2
C 0.5900 0.9766 -0.0127 1.0 -2.7 -0.2
O 1.2878 2.1276 -0.0654 -1.4 1.2 0.3
N -0.7043 1.0559 0.0521 -0.5 1.1 -0.2
H -3.2382 -0.2572 1.1677 0.3 0.2 -0.4
H -3.3765 -0.6421 -0.5385 -0.4 -0.3 -0.3
H -3.2718 1.0324 -0.0420 -0.2 0.5 -0.1
H -1.5891 -2.1462 -0.1554 0.6 0.3 -0.1
H 0.9910 -2.3660 -0.3385 -0.1 -0.3 0.4
H 2.6660 1.4692 -0.1833 1.7 -0.4 0.3
H 0.6046 2.8320 0.0577 0.8 -0.4 -0.2
```
Forces are in eV/Å.

Computed properties:
E_LUMO = 0.15 eV
Kohn-Sham gap = 0.358 Eh
E_HOMO = -9.6 eV
SMILES = Cc1ccc(C(=O)O)c(O)n1
relative energy (zero: lowest compared OMol25 entry of this formula, charge and spin) = 0.15 kcal per mole
spin multiplicity = 1

3.
The following is a DFT calculation (ωB97M-V with the def2-TZVPD basis set) of the molecule C19H26ClN3O5S at a distorted geometry.

XYZ file:
```
55
Properties=species:S:1:pos:R:3:forces:R:3
C -2.9598 1.4107 4.4725 0.4 0.0 -0.2
C -1.9709 0.6737 3.5816 -0.5 -0.2 0.0
O -0.8207 1.4714 3.3071 0.2 0.2 0.0
C -0.9270 2.3321 2.2823 0.2 0.2 0.3
O -1.9032 2.4374 1.5754 -0.4 -0.1 -0.3
N 0.1782 3.1277 2.1575 -0.1 0.1 0.2
C 0.2560 3.9300 0.9559 -0.2 0.0 -0.1
C 0.7749 3.0492 -0.2132 -0.1 0.1 -0.1
N 1.3454 1.8409 0.3367 0.4 0.2 0.1
C 0.8036 0.5911 0.3039 -0.2 0.0 -0.4
O 1.2721 -0.3051 0.9799 0.0 -0.3 0.2
C -0.3359 0.3321 -0.6752 0.1 -0.3 0.2
C -1.0283 -0.9810 -0.2987 -0.1 0.2 -0.1
C -2.0913 -1.3401 -1.3352 -0.1 -0.2 0.7
N -1.5636 -1.3692 -2.6774 0.2 -0.9 -0.5
S -1.0455 -2.8213 -3.2861 -0.1 0.1 -0.1
O -2.0202 -3.8015 -2.9118 0.1 0.0 0.3
O -0.7591 -2.6072 -4.6741 0.3 0.2 0.1
C 0.5011 -3.2365 -2.4644 -0.6 0.1 -0.4
C 1.6954 -2.8198 -3.0209 0.1 0.0 -0.1
C 2.8860 -3.0857 -2.3667 0.0 0.0 0.1
C 2.8556 -3.7696 -1.1585 -0.3 0.1 -0.2
Cl 4.3319 -4.0917 -0.3341 0.2 -0.1 0.1
C 1.6578 -4.2081 -0.6102 0.0 0.1 -0.1
C 0.4737 -3.9383 -1.2742 0.0 -0.1 0.0
C -0.8663 -0.1758 -3.0802 0.6 0.4 -0.3
C 0.2372 0.2176 -2.0943 -0.3 0.1 0.0
C 2.2761 2.1355 1.4105 0.2 -0.2 0.1
C 1.4792 2.6894 2.6205 0.1 -0.1 0.2
H -3.7920 0.7553 4.7125 -0.1 -0.1 0.1
H -3.3391 2.2885 3.9551 -0.1 0.1 0.0
H -2.4753 1.7245 5.3939 0.0 0.0 0.1
H -2.4487 0.3999 2.6352 0.1 0.0 0.2
H -1.5809 -0.2196 4.0736 0.0 0.1 -0.1
H 0.9323 4.7631 1.1566 0.0 0.0 0.0
H -0.7390 4.3162 0.7361 0.2 0.1 0.0
H -0.0362 2.8144 -0.8959 0.0 0.0 0.0
H 1.5546 3.5797 -0.7715 -0.1 0.0 0.0
H -1.0770 1.1353 -0.6238 0.0 0.0 0.0
H -0.2760 -1.7672 -0.2280 -0.1 0.1 0.1
H -1.4956 -0.8781 0.6817 0.0 -0.1 0.0
H -2.8992 -0.5994 -1.3072 0.0 -0.1 0.0
H -2.5164 -2.3256 -1.1456 -0.1 0.2 0.2
H 1.6782 -2.3050 -3.9688 0.1 0.1 -0.1
H 3.8285 -2.7682 -2.7841 0.1 0.0 0.0
H 1.6565 -4.7479 0.3233 0.0 0.0 0.1
H -0.4748 -4.2771 -0.8884 -0.1 -0.1 0.1
H -1.6003 0.6357 -3.1536 0.0 -0.1 0.0
H -0.4605 -0.3703 -4.0733 0.0 0.3 0.0
H 1.0198 -0.5439 -2.0909 0.0 0.1 0.0
H 0.6851 1.1612 -2.4110 0.1 0.0 0.0
H 2.7928 1.2140 1.6763 0.0 0.2 0.0
H 2.9990 2.8682 1.0441 0.0 0.0 0.0
H 1.9987 3.5399 3.0712 0.0 -0.1 0.0
H 1.3330 1.9185 3.3740 0.1 0.1 -0.1
```
Forces are in eV/Å.

Computed properties:
E_LUMO = 0.51 eV
Kohn-Sham gap = 0.357 Eh
E_HOMO = -9.2 eV
SMILES = CCOC(=O)N1CCN(C(=O)C2CCN(S(=O)(=O)c3ccc(Cl)cc3)CC2)CC1
relative energy (zero: lowest compared OMol25 entry of this formula, charge and spin) = 10.41 kcal per mole
spin multiplicity = 1

4.
The following is a DFT calculation (ωB97M-V with the def2-TZVPD basis set) of a cluster of 2 separate species, CH8SSi2 in total at a distorted geometry.

XYZ file:
```
12
Properties=species:S:1:pos:R:3:forces:R:3
C 1.6156 0.3117 0.7100 -2.4 -3.1 -1.8
Si -2.1632 0.3798 -0.4584 -1.4 -2.4 0.7
Si -0.4911 -1.1286 0.0347 2.1 1.0 2.1
S 2.7915 0.1735 -0.5546 0.8 -0.7 -1.1
H 1.7988 -0.3916 1.4758 0.2 0.1 1.2
H 1.4147 1.3193 0.8408 -0.9 1.5 1.0
H -2.9873 0.7110 0.7559 0.5 0.2 -0.5
H -2.9967 -0.1898 -1.5307 -0.4 -0.1 0.1
H -1.3978 1.2349 -1.1867 1.3 2.6 -1.0
H -0.7698 -1.7121 1.4275 0.2 0.0 -0.9
H 0.0722 -2.1594 -0.8939 -0.3 0.3 0.1
H 3.1130 1.4512 -0.6205 0.2 0.5 -0.1
```
Forces are in eV/Å.

Computed properties:
E_LUMO = 0.24 eV
Kohn-Sham gap = 0.287 Eh
E_HOMO = -7.6 eV
relative energy (zero: lowest compared OMol25 entry of this formula, charge and spin) = 47.74 kcal per mole
spin multiplicity = 1

5.
The following is a DFT calculation (ωB97M-V with the def2-TZVPD basis set) of the molecule C4H9NO.

XYZ file:
```
15
Properties=species:S:1:pos:R:3:forces:R:3
C -2.2234 0.4928 0.1288 0.0 0.0 0.0
C -1.1966 -0.3897 -0.5729 -0.1 -0.1 -0.1
N 0.1625 0.0963 -0.4294 0.1 0.0 0.0
C 1.1013 -0.5625 0.3090 0.0 0.0 0.0
C 2.4771 0.0765 0.3322 0.1 0.0 0.0
O 0.8641 -1.5958 0.9138 0.1 0.3 -0.2
H -3.2342 0.1024 -0.0318 0.2 0.1 0.0
H -2.1960 1.5198 -0.2545 0.0 -0.1 0.0
H -2.0326 0.5242 1.2059 0.0 0.0 -0.1
H -1.1993 -1.3958 -0.1473 0.0 0.1 -0.1
H -1.4341 -0.4760 -1.6406 0.0 0.0 0.1
H 0.4186 0.9580 -0.8847 0.0 -0.1 0.1
H 2.5876 0.9131 -0.3644 -0.1 -0.1 0.1
H 3.2161 -0.6911 0.0898 -0.1 0.1 0.0
H 2.6890 0.4276 1.3462 -0.1 -0.1 -0.1
```
Forces are in eV/Å.

Computed properties:
E_LUMO = 0.92 eV
Kohn-Sham gap = 0.388 Eh
E_HOMO = -9.6 eV
SMILES = CCNC(C)=O
relative energy (zero: lowest compared OMol25 entry of this formula, charge and spin) = 4.48 kcal per mole
spin multiplicity = 1

6.
The following is a DFT calculation (ωB97M-V with the def2-TZVPD basis set) of a structure of composition C12H21AlCl3GeNO7P2 at a distorted geometry.

XYZ file:
```
48
Properties=species:S:1:pos:R:3:forces:R:3
Al 0.0835 0.0817 -1.1416 -0.1 0.1 1.5
Cl -1.9595 -5.5621 1.8624 0.0 -0.1 0.0
C -1.7448 -4.2228 0.7791 0.0 0.0 0.0
C -1.2921 -3.0159 1.2969 0.0 0.0 -0.2
C -1.1416 -1.9523 0.4322 0.2 0.3 -0.2
Cl 2.0746 0.1210 -0.0267 -0.5 -0.4 0.5
C -1.3776 -2.0995 -0.9439 0.0 0.0 0.4
O -1.1173 -1.0424 -1.7086 -0.1 0.1 -0.5
C -1.8225 -3.3188 -1.4256 0.0 0.0 0.1
Cl -2.1126 -3.5033 -3.1179 0.0 0.0 0.0
C -2.0205 -4.3873 -0.5627 0.0 -0.1 0.0
H -1.0610 -2.9307 2.3423 0.0 0.0 0.1
H -2.3677 -5.3353 -0.9459 0.0 0.0 0.0
N 3.3619 2.5103 0.3776 -0.3 0.4 0.0
C 2.4133 1.9915 -0.4507 0.6 0.0 -1.0
C 2.7967 1.1097 -4.3811 -0.2 -0.1 0.0
P 1.0482 2.8434 -1.0559 -0.5 0.0 0.3
O 1.4304 3.2774 -2.5769 0.0 0.0 -0.1
O 0.6369 4.0675 -0.3354 -0.1 0.0 0.0
O -0.0969 1.7715 -1.2939 -0.1 0.3 0.3
P 2.6940 -0.2207 -3.1528 0.8 0.3 0.2
O 1.0577 -0.2252 -2.6922 0.1 -0.2 -1.1
O 3.0988 -1.5533 -3.6485 -0.2 0.0 -0.1
O -0.7044 -0.6796 0.7874 -0.2 -1.1 -0.7
H 3.0485 3.2263 1.0211 0.0 -0.1 0.2
H 4.2347 2.7604 -0.0563 0.2 -0.1 0.0
H 4.5274 -0.3057 1.5851 0.1 0.0 0.1
H 2.6751 2.0611 -3.8672 0.0 0.0 0.0
H 2.0087 0.9773 -5.1260 0.0 0.0 0.0
H 3.7714 1.0343 -4.8592 0.0 -0.1 0.0
H 0.9406 4.0837 -2.7840 0.1 0.1 0.0
H 0.4282 -0.5152 -3.3742 0.1 -0.2 -0.1
C 0.0017 -0.9965 3.7161 0.1 0.2 -0.1
Ge -1.2181 -0.0757 2.5140 -0.3 0.1 -0.3
C -3.0963 -0.5755 2.5059 0.1 0.1 0.2
C -1.9070 2.4854 1.3024 0.1 0.0 0.2
C -0.7939 1.7426 2.0410 0.1 0.0 0.5
H -0.3059 -1.9996 4.0022 -0.1 0.1 0.0
H 0.1434 -0.4094 4.6220 0.0 0.0 0.0
H 0.9558 -1.0565 3.1858 0.0 0.0 0.1
H -3.6223 -0.1568 3.3621 0.0 0.0 0.1
H -3.2090 -1.6542 2.5192 -0.1 -0.1 0.0
H -3.5516 -0.1802 1.5979 0.0 0.0 0.0
H -2.2661 1.9299 0.4391 0.0 -0.1 -0.1
H -1.5539 3.4497 0.9390 0.1 0.0 0.0
H -2.7571 2.6434 1.9722 0.0 0.0 -0.1
H 0.0805 1.4908 1.4387 0.1 0.6 -0.3
H -0.4126 2.3152 2.8853 -0.1 0.1 0.1
```
Forces are in eV/Å.

Computed properties:
E_LUMO (spin up / spin down) = -1.72 / -0.03 eV
Kohn-Sham gap (spin up / spin down) = 0.200 / 0.266 Eh
E_HOMO (spin up / spin down) = -7.2 / -7.3 eV
relative energy (zero: lowest compared OMol25 entry of this formula, charge and spin) = 183.80 kcal per mole
spin multiplicity = 1